A:
The following is a quantum chemistry calculation of 4 unconnected molecules or ions with the total composition H9O4, from OMol25.

Geometry (Å):
O: 1.693 -0.821 1.068
H: 1.282 -1.682 1.168
H: 2.546 -0.887 1.498
O: -0.035 -1.970 -1.374
H: -0.693 -2.131 -2.065
H: 0.766 -2.399 -1.732
O: -1.216 2.608 0.280
H: -0.604 3.332 0.123
H: -2.081 3.003 0.380
O: -0.461 0.183 0.264
H: -0.715 -0.374 -0.497
H: -0.958 1.061 0.239
H: 0.476 0.077 0.649

orbital gap = 13.03 eV
net charge = +1

---

B:
The following is a quantum chemistry calculation of 4 unconnected molecules or ions with the total composition H9O4, from OMol25.

Geometry (Å):
O: -0.157 -1.794 1.758
H: -0.886 -2.073 2.324
H: 0.251 -2.608 1.432
O: 0.237 -0.726 -2.247
H: -0.498 -0.854 -2.859
H: 1.013 -1.046 -2.718
O: 0.409 2.641 0.578
H: 0.057 3.232 1.253
H: 0.771 3.233 -0.087
O: -0.528 0.057 0.124
H: -0.206 -0.248 -0.775
H: -0.153 0.911 0.439
H: -0.310 -0.726 0.779

orbital gap = 12.92 eV
net charge = +1

---

C:
The following is a quantum chemistry calculation of 4 unconnected molecules or ions with the total composition H9O4, from OMol25.

Geometry (Å):
O: -0.321 3.344 -1.875
H: -1.022 3.684 -2.437
H: 0.459 3.305 -2.461
O: -0.666 -5.785 1.609
H: -0.494 -5.815 0.668
H: -0.377 -6.650 1.842
O: 0.705 -0.142 0.613
H: 1.663 -0.269 0.644
H: 0.276 -0.852 0.143
O: 0.022 2.293 0.339
H: -0.296 2.867 1.026
H: 0.287 1.275 0.481
H: -0.236 2.745 -0.591

orbital gap = 10.07 eV
net charge = +1

---

Most stable structure, least stable structure: B, C.

---

A:
The following is a quantum chemistry calculation of 2 unconnected molecules or ions with the total composition CHBr2OP, from OMol25.

Geometry (Å):
C: 0.750 0.490 0.347
O: -0.262 2.777 -0.117
P: -0.499 1.410 -0.494
Br: 0.461 -1.450 0.298
Br: -1.578 -4.128 -1.273
H: 1.128 0.900 1.238

orbital gap (alpha / beta) = 7.41 / 6.00 eV

---

B:
The following is a quantum chemistry calculation of 2 unconnected molecules or ions with the total composition CHBr2OP, from OMol25.

Geometry (Å):
C: 1.310 -0.344 -0.299
O: -0.576 1.852 -0.332
P: -0.470 0.450 -0.064
Br: 1.294 -2.140 0.139
Br: -3.615 0.190 0.241
H: 2.058 -0.007 0.315

orbital gap (alpha / beta) = 7.61 / 6.05 eV

---

Most stable structure, least stable structure: A, B.

---

A:
The following is a quantum chemistry calculation of a single CH2ClN3O3 molecule, from OMol25.

Geometry (Å):
N: -0.997 -0.105 1.177
C: -0.005 -0.614 0.408
N: 1.030 -1.071 1.068
Cl: 2.450 -1.577 0.294
O: -0.304 -0.368 -0.888
N: 0.079 0.944 -1.483
O: 0.022 0.985 -2.664
O: 0.323 1.727 -0.673
H: -0.968 -0.202 2.198
H: -1.631 0.279 0.564

orbital gap = 9.09 eV

---

B:
The following is a quantum chemistry calculation of a single CH2ClN3O3 molecule, from OMol25.

Geometry (Å):
N: 1.703 -0.170 -0.109
C: 0.392 -0.602 0.194
N: -0.138 -1.716 -0.104
Cl: -1.744 -1.935 0.363
O: -0.285 0.390 0.849
N: -1.174 1.137 -0.031
O: -2.120 1.444 0.581
O: -0.769 1.206 -1.146
H: 2.435 -0.684 -0.623
H: 1.700 0.930 0.025

orbital gap = 9.45 eV

---

Most stable structure, least stable structure: B, A.

---

A:
The following is a quantum chemistry calculation of a gas-phase ion, C5H8NO2 (charge +1), from OMol25.

Geometry (Å):
N: 0.729 0.284 -2.075
C: 0.340 0.291 -0.870
C: 1.085 0.694 0.403
C: 0.509 0.293 1.797
C: -0.562 -0.440 1.928
O: -1.304 -0.911 1.016
C: -1.096 -0.218 -0.469
O: -1.531 -1.133 -1.439
H: 1.803 0.389 -2.302
H: 0.149 0.004 -2.844
H: 1.321 1.825 0.528
H: 2.134 0.347 0.255
H: 1.094 0.574 2.625
H: -0.848 -0.804 2.860
H: -1.758 0.600 -0.425
H: -2.069 -1.793 -0.988

orbital gap = 7.69 eV
net charge = +1

---

B:
The following is a quantum chemistry calculation of a gas-phase ion, C5H8NO2 (charge +1), from OMol25.

Geometry (Å):
C: -2.044 0.753 0.576
C: -0.757 0.113 0.280
C: -0.132 -0.965 0.705
C: 1.306 -0.935 0.308
N: 1.112 -0.546 -1.193
C: 0.426 0.740 -0.698
O: 1.364 1.264 0.146
O: 1.976 0.120 0.761
H: -2.364 1.368 -0.246
H: -1.988 1.352 1.402
H: -2.695 -0.013 0.876
H: -0.645 -1.639 1.546
H: 1.826 -1.846 0.502
H: 1.992 -0.194 -1.815
H: 0.479 -1.147 -1.763
H: 0.145 1.576 -1.387

orbital gap = 11.12 eV
net charge = +1

---

Most stable structure, least stable structure: A, B.

---

A:
The following is a quantum chemistry calculation of a single C2H3NS molecule, from OMol25.

Geometry (Å):
C: 1.392 0.534 0.230
C: -1.085 -0.380 0.232
N: 0.018 0.321 -0.206
S: 2.791 -0.186 -0.028
H: -0.763 -1.487 0.420
H: -2.085 -0.028 -0.036
H: -0.270 1.225 -0.612

orbital gap (alpha / beta) = 7.40 / 7.21 eV

---

B:
The following is a quantum chemistry calculation of a single C2H3NS molecule, from OMol25.

Geometry (Å):
C: -1.534 -1.367 0.212
C: -0.358 -1.213 -0.017
S: 1.155 -0.196 -1.034
N: 1.302 1.270 -0.233
H: -2.548 -1.480 0.478
H: 0.349 1.639 -0.205
H: 1.634 1.348 0.800

orbital gap = 9.43 eV

---

C:
The following is a quantum chemistry calculation of a single C2H3NS molecule, from OMol25.

Geometry (Å):
H: 1.783 -1.249 0.852
N: 0.842 -1.286 0.732
C: 0.396 -0.295 0.146
C: -0.895 0.501 -0.326
S: 0.739 1.075 -0.916
H: -1.627 0.305 -1.116
H: -1.237 0.949 0.628

orbital gap = 9.92 eV

---

Most stable structure, least stable structure: C, A.

---

A:
The following is a quantum chemistry calculation of 2 unconnected molecules or ions with the total composition C2H7N2O, from OMol25.

Geometry (Å):
C: -1.071 1.465 1.537
N: -0.020 1.837 0.871
H: -1.429 1.873 2.521
H: -1.556 0.538 1.106
H: 0.377 1.056 0.246
H: 0.594 2.560 1.163
C: 0.389 -0.925 -1.393
N: 0.605 -2.181 -1.142
O: -0.188 -0.143 -0.562
H: 0.901 -0.535 -2.302
H: 1.318 -2.785 -1.620
H: 0.077 -2.759 -0.427

orbital gap = 10.02 eV
net charge = +1

---

B:
The following is a quantum chemistry calculation of a gas-phase ion, C2H7N2O (charge +1), from OMol25.

Geometry (Å):
C: 0.751 -0.724 0.445
N: 1.247 -0.064 -0.868
O: 0.033 0.371 -1.446
C: -0.953 0.719 -0.516
N: -0.695 -0.144 0.663
H: 0.874 -1.707 0.139
H: 1.434 -0.512 1.396
H: 1.821 0.726 -0.696
H: -1.766 0.486 -1.089
H: -0.911 1.722 -0.323
H: -1.144 -1.082 0.748
H: -0.692 0.209 1.548

orbital gap = 10.90 eV
net charge = +1

---

C:
The following is a quantum chemistry calculation of 2 unconnected molecules or ions with the total composition C2H7N2O, from OMol25.

Geometry (Å):
C: -0.172 -0.346 -0.014
C: -1.647 -0.503 0.029
N: 2.210 2.304 0.097
N: 0.514 -1.466 -0.274
O: 0.265 0.822 0.124
H: -2.044 -0.279 -0.925
H: -2.064 -0.064 0.853
H: -1.972 -1.472 0.287
H: 1.691 2.375 0.954
H: 0.091 -2.393 -0.296
H: 1.508 -1.441 -0.112
H: 1.619 2.465 -0.723

orbital gap (alpha / beta) = 10.14 / 6.68 eV
net charge = +1

---

D:
The following is a quantum chemistry calculation of 2 unconnected molecules or ions with the total composition C2H7N2O, from OMol25.

Geometry (Å):
C: -2.731 0.055 0.993
N: -1.712 0.540 0.386
H: -3.497 0.735 1.336
H: -2.742 -1.028 1.046
H: -0.755 0.068 0.308
H: -1.821 1.534 0.165
C: 1.704 0.055 -0.582
N: 2.726 -0.731 -0.876
O: 0.700 -0.247 0.055
H: 1.815 1.072 -0.980
H: 2.689 -1.723 -0.734
H: 3.623 -0.330 -1.117

orbital gap = 9.99 eV
net charge = +1

---

Most stable structure, least stable structure: D, C.